# 1
8
Properties=species:S:1:pos:R:3:forces:R:3:mulliken_charge:R:1 method="wB97M-V/def2-TZVPD" charge=0 e_lumo_ev=-0.9 smiles=c1nncnn1
C -0.421 0.809 0.867 0.1 -0.1 0.0 0.07
N 0.254 -0.252 1.305 0.0 0.1 -0.2 -0.24
N 0.690 -1.099 0.401 0.0 0.2 -0.1 -0.24
C 0.437 -0.794 -0.872 -0.1 0.0 0.0 0.07
N -0.416 0.145 -1.285 0.1 0.0 0.2 -0.24
N -0.879 0.974 -0.376 0.3 -0.1 0.1 -0.24
H -0.615 1.591 1.593 -0.3 -0.2 -0.1 0.41
H 0.950 -1.373 -1.633 -0.2 -0.1 0.1 0.41

# 2
8
Properties=species:S:1:pos:R:3:forces:R:3:mulliken_charge:R:1 method="wB97M-V/def2-TZVPD" charge=0 e_lumo_ev=-0.7
C -0.641 1.405 -0.047 0.1 0.0 -1.7 -0.10
C 0.479 -0.406 1.787 -0.8 2.6 1.2 -0.15
N -0.397 0.596 -0.879 0.1 2.8 0.3 0.28
N -0.627 -0.466 -1.571 -0.8 -4.7 -1.2 -0.10
N 0.133 0.687 2.108 1.7 -5.1 -0.4 -0.20
N 0.113 -0.850 -2.494 1.8 4.5 1.9 -0.36
H -0.029 1.627 2.223 -0.4 2.0 0.4 0.36
H -0.011 -1.783 -2.735 -1.7 -2.0 -0.5 0.27

# 3
8
Properties=species:S:1:pos:R:3:forces:R:3:mulliken_charge:R:1 method="wB97M-V/def2-TZVPD" charge=0 e_lumo_ev=0.3
C -0.836 -0.420 -0.414 0.5 0.0 -0.1 0.64
N -1.732 0.310 -0.830 -0.4 -1.7 -0.1 -0.58
N 0.579 1.971 0.231 1.0 -0.8 0.3 -0.51
N 1.059 0.937 0.397 -0.6 0.8 -0.1 0.36
C 1.201 -0.350 0.422 0.5 0.2 0.6 -0.14
N 0.072 -1.096 0.035 0.1 0.2 -0.8 -0.41
H -2.413 -0.437 -0.557 -1.5 1.1 0.0 0.28
H 2.094 -0.851 0.721 0.3 0.2 0.1 0.36

# 4
9
Properties=species:S:1:pos:R:3:forces:R:3:mulliken_charge:R:1 method="wB97M-V/def2-TZVPD" charge=0 e_lumo_ev=-0.8
C -0.988 -0.091 -0.083 -1.7 1.6 0.8 0.48
C -0.295 1.188 -0.145 -1.3 -1.1 -0.7 0.04
H -2.601 0.769 0.343 0.4 -1.8 -0.2 0.25
H -0.657 2.195 -0.361 -0.6 -0.5 0.0 0.38
N -2.219 -0.225 0.217 0.0 1.3 -0.1 -0.57
N 0.931 1.169 -0.046 5.2 1.9 0.8 -0.32
N 1.051 -1.192 -0.002 -1.4 -0.1 -0.8 -0.04
N -0.177 -1.212 -0.243 2.7 -0.8 0.8 -0.16
O 1.732 0.084 0.238 -3.2 -0.5 -0.6 -0.07

# 5
10
Properties=species:S:1:pos:R:3:forces:R:3:mulliken_charge:R:1 method="wB97M-V/def2-TZVPD" charge=0 e_lumo_ev=0.3 smiles="O=CNc1nnno1"
C -1.863 -0.032 0.002 -1.4 -0.7 0.4 0.08
C 0.548 0.080 -0.041 2.5 0.0 0.5 0.66
H -2.770 0.623 0.090 0.8 0.0 -0.2 0.34
H -0.596 1.661 -0.037 -0.4 -0.6 0.1 0.26
N -0.660 0.641 0.031 -1.0 0.9 -0.4 -0.11
N 1.641 0.820 -0.028 -0.7 -0.3 -0.3 -0.37
N 2.616 -0.092 -0.005 1.7 -0.2 0.1 -0.21
N 2.237 -1.277 0.019 -0.1 1.0 -0.1 -0.05
O -1.982 -1.233 -0.033 0.4 0.8 -0.1 -0.47
O 0.830 -1.191 0.002 -1.6 -0.9 -0.1 -0.13

# 6
10
Properties=species:S:1:pos:R:3:forces:R:3:mulliken_charge:R:1 method="wB97M-V/def2-TZVPD" charge=0 e_lumo_ev=-1.7
C 0.046 0.429 -0.136 -1.8 0.7 -0.1 0.45
C 0.156 -1.089 -0.116 4.5 1.2 1.7 0.58
H 2.118 0.307 0.269 -3.6 1.1 -3.3 0.41
H 1.410 1.995 0.633 -0.5 -2.7 -3.8 0.35
N 1.292 0.847 -0.448 3.9 5.2 6.9 -0.64
N -1.082 1.224 -0.049 3.6 -3.3 -0.6 -0.33
N -2.138 -0.936 -0.011 1.7 -2.7 -2.3 0.15
N -1.051 -1.722 -0.364 -1.1 1.8 2.3 -0.36
O -2.191 0.347 0.039 0.7 0.1 0.9 0.00
O 1.439 -1.402 0.182 -7.3 -1.4 -1.7 -0.59

# 7
10
Properties=species:S:1:pos:R:3:forces:R:3:mulliken_charge:R:1 method="wB97M-V/def2-TZVPD" charge=0 e_lumo_ev=-2.1 smiles="[H]/N=c1/[nH]nnc(=O)o1"
C -0.680 0.493 -0.236 2.4 2.5 -1.0 0.56
C 1.491 -0.318 -0.101 4.8 1.7 -1.7 0.53
H -0.878 2.494 -0.288 -0.5 -2.3 0.0 0.32
H -1.943 -0.821 0.238 -3.9 -1.2 1.9 0.33
N -1.351 1.542 -0.171 -1.6 0.2 0.5 -0.67
N -1.050 -0.907 -0.050 7.6 2.3 -0.5 -0.07
N -0.105 -1.645 0.796 2.9 2.0 2.0 -0.19
N 1.284 -1.198 1.102 -8.3 -0.1 -5.4 -0.08
O 2.548 -0.388 -0.714 -2.1 -0.8 1.8 -0.46
O 0.684 0.747 -0.576 -1.2 -4.2 2.3 -0.27

# 8
10
Properties=species:S:1:pos:R:3:forces:R:3:mulliken_charge:R:1 method="wB97M-V/def2-TZVPD" charge=0 e_lumo_ev=-1.7
C 0.225 0.917 0.174 3.8 0.4 1.7 0.15
C -2.307 0.298 -0.121 5.5 0.2 0.1 0.36
N -0.140 2.136 0.260 2.6 0.1 0.6 -0.37
N -2.378 1.567 -0.181 -2.7 -1.2 0.2 0.01
N -0.511 -0.097 -0.136 -5.0 0.0 -1.2 -0.32
N -3.390 -0.471 -0.063 -1.7 0.0 -0.1 0.07
O -3.473 -1.632 0.252 1.0 0.2 -0.1 -0.37
O -1.435 2.402 -0.006 -1.4 2.0 -0.9 -0.06
H 1.382 0.726 0.460 -2.8 0.5 -0.7 0.28
H -0.218 -0.995 0.053 0.6 -2.0 0.4 0.24

In kcal/mol, the ΔE to the lowest compared entry with this formula, charge and spin values for the records above are, in order, 47.0; 126.6; 81.3; 74.8; 74.0; 252.4; 145.1; 222.6.
In eV, the frontier orbital gap values for the records above are, in order, 8.9; 9.3; 8.3; 9.2; 11.0; 8.8; 8.8; 7.4.
In eV, the HOMO level values for the records above are, in order, -9.7; -10.0; -8.0; -10.0; -10.7; -10.6; -10.9; -9.2.